11
Properties=species:S:1:pos:R:3 method="wB97M-V/def2-TZVPD" de_lowest_kj_mol=445.30 homo_ev=-2.06 gap_ev=6.1 total_charge=-1
C 0.1924 0.5350 -0.5309
C -1.0696 1.0878 0.4144
C 2.9668 0.2394 -0.1026
O 0.0046 -0.8046 -0.8155
O 1.7439 0.7496 0.0675
O 3.9809 0.8874 0.0852
F -1.9176 1.9157 -0.3069
H -1.6153 0.1406 0.5733
H -0.5746 1.6127 1.2748
H 2.8861 -0.9034 -0.3410
H -0.1963 -1.2796 -0.0771